296
Properties=species:S:1:pos:R:3:forces:R:3:mulliken_charge:R:1 method="wB97M-V/def2-TZVPD" e_lumo_ev=-14.94 total_charge=+9 homo_ha=-0.7681 homo_lumo_gap_ev=5.96 energy_ha=-4218.056348
C -1.771675 -1.102093 -0.380776 0.150 -0.085 -0.576 -0.435
C -1.481595 0.387754 -0.651123 0.565 -0.744 -0.660 2.241
C -2.400162 1.256431 0.192423 -0.548 1.579 0.333 -0.487
C -1.966803 1.543403 1.617895 1.431 -1.059 -0.789 0.179
C -0.506523 2.022049 1.545623 -1.419 -0.024 1.045 -1.833
C 0.489945 1.099791 0.844636 -1.287 1.172 -0.073 2.915
N -0.054765 0.747180 -0.506237 1.477 1.530 -0.154 0.804
O 0.964217 0.167668 -1.414638 -1.917 0.151 1.265 -0.171
C 0.779050 -0.080380 1.726471 0.574 -1.911 0.200 -0.191
C 1.739490 2.037578 0.851319 0.283 -1.012 -1.251 -0.971
C -1.992780 0.727645 -2.109483 0.522 0.286 -0.082 -1.314
H -1.063588 -1.633007 -1.017033 -0.060 -0.296 -0.020 -0.728
H -2.795781 -1.319494 -0.684160 -0.100 -0.234 -0.131 0.638
H -1.653651 -1.494516 0.629259 0.126 0.572 0.042 -0.753
H -3.438499 0.933180 0.118557 -0.003 -0.556 0.098 -0.534
H -2.440704 2.230422 -0.295218 0.128 0.337 -0.149 0.566
H -1.904766 0.589747 2.142108 -0.372 -0.202 0.414 -1.212
H -2.563785 2.244148 2.201572 -0.332 -0.011 -0.289 0.651
H -0.233580 2.076080 2.599520 0.601 0.318 0.135 0.207
H -0.459760 3.035982 1.148319 -0.017 0.046 -0.246 0.486
H 1.525631 -0.720666 1.256629 0.488 0.242 -0.242 -0.724
H -0.002142 -0.827425 1.867055 -0.717 0.387 -0.147 -0.848
H 1.117260 0.135634 2.739907 0.273 0.460 -0.001 0.621
H 1.894877 2.742064 1.668430 -0.764 -0.268 0.526 0.334
H 1.662879 2.665664 -0.036227 0.370 -0.230 -0.169 -0.442
H 2.632854 1.413168 0.861068 0.212 0.180 -0.611 -0.488
H -1.759626 1.772407 -2.314955 -0.205 0.180 0.263 0.155
H -3.070824 0.601467 -2.209467 -0.148 0.011 0.479 -0.050
H -1.599947 0.260599 -3.012626 0.608 -0.769 0.511 0.003
C -1.972708 -3.098394 2.601082 -0.260 1.067 -0.608 -1.150
C -2.717234 -4.129360 3.432997 0.881 -0.758 0.255 -0.396
C -3.478774 -5.127029 2.529161 -0.401 -0.214 0.675 -1.026
N -3.690144 -6.517077 3.099408 1.168 -0.935 -0.747 0.330
C -4.608406 -6.480198 4.335513 -0.254 -0.105 -0.839 -0.685
C -2.314841 -7.189046 3.363341 -0.835 -0.456 0.576 -0.508
C -2.547313 -8.725144 3.228467 1.188 1.891 1.038 -0.591
C -3.629800 -8.853619 2.215074 -0.082 -1.704 -0.271 -0.570
C -4.247392 -7.506226 1.955705 -0.697 0.265 1.029 -0.491
H -1.012263 -2.730062 2.961585 -0.110 -0.098 0.864 0.315
H -2.610180 -2.224472 2.466931 0.080 0.168 -0.238 0.248
H -1.660337 -3.406989 1.603437 -0.512 -0.491 -0.177 0.242
H -3.346892 -3.680263 4.201079 -0.211 0.171 -0.330 0.524
H -1.929526 -4.593471 4.026479 -0.193 -0.729 -0.033 0.321
H -2.940034 -5.247069 1.589239 -0.080 -0.118 0.045 0.399
H -4.489607 -4.776224 2.321191 0.065 0.228 -0.186 0.456
H -4.423637 -7.289543 5.041858 0.133 -0.185 -0.423 0.340
H -5.611020 -6.549662 3.913568 -0.039 -0.114 0.359 0.343
H -4.554947 -5.546680 4.895674 0.456 0.049 -0.334 0.284
H -1.987369 -6.882379 4.356729 0.127 -0.021 -0.121 0.479
H -1.619090 -6.845149 2.598001 -0.169 0.265 -0.064 0.015
H -2.822229 -9.105922 4.212099 0.162 -0.281 -0.175 0.405
H -1.622536 -9.171793 2.863231 -0.019 -0.194 0.467 0.356
H -4.290529 -9.626928 2.606916 -0.626 0.393 -0.256 0.302
H -3.198798 -9.331181 1.335142 -0.280 0.424 -0.359 0.350
H -5.328626 -7.576922 2.074177 0.047 0.445 -0.132 0.357
H -3.996730 -7.138716 0.960622 0.087 0.454 0.323 0.293
C 4.908417 3.514766 1.049776 0.951 0.915 1.036 -1.504
C 5.313505 2.117597 1.583315 -0.757 -0.395 -0.182 0.645
C 4.949472 1.923307 3.099063 0.534 -0.339 -1.645 -0.703
N 5.279603 0.497425 3.646325 -0.136 2.894 0.905 0.139
C 6.800199 0.330350 3.674003 -0.618 -0.982 1.228 -0.901
C 4.790976 0.495536 5.154133 0.150 -1.934 -0.787 -0.447
C 4.726855 -1.054527 5.484439 -1.062 0.912 -1.144 -1.035
C 4.405066 -1.652863 4.081753 -0.826 -1.042 0.165 -0.007
C 4.539117 -0.659769 2.969980 2.332 1.482 0.303 0.819
H 5.378053 4.291116 1.653775 0.627 -0.035 0.117 0.507
H 3.883112 3.861537 1.178620 -0.452 -0.964 -0.244 0.113
H 5.240178 3.760755 0.041051 -0.078 -0.522 -0.062 0.420
H 6.326070 1.802968 1.330670 0.454 0.906 0.435 0.534
H 4.802721 1.388600 0.954218 -0.718 -0.294 0.292 -0.507
H 3.890192 2.170631 3.168839 -0.215 -0.685 0.334 0.242
H 5.454756 2.660735 3.722751 0.342 -0.277 0.032 0.649
H 7.324233 0.469213 2.728385 -0.448 0.069 0.124 0.267
H 6.959065 -0.659720 4.101344 0.121 -0.366 -0.602 0.465
H 7.205061 0.917320 4.498424 -0.072 0.719 -0.519 0.362
H 5.407426 1.118447 5.802262 0.210 -0.124 -0.336 0.512
H 3.786602 0.916853 5.111322 0.001 -0.110 0.052 0.310
H 5.568999 -1.551728 5.965789 0.201 0.572 -0.145 0.381
H 3.843691 -1.276019 6.083643 0.266 0.307 0.377 0.377
H 4.976297 -2.560619 3.887344 -0.071 0.019 0.078 0.402
H 3.341835 -1.866199 3.971607 -0.100 -0.793 0.743 0.290
H 5.244438 -0.990553 2.207617 -0.402 0.004 -0.354 -0.408
H 3.592385 -0.322601 2.547935 0.217 0.218 0.034 -0.615
C 3.105780 -9.083552 -0.680168 0.524 -1.018 -0.022 -1.581
C 2.336198 -7.866059 -0.185689 -0.710 -0.399 0.121 -0.133
C 3.108218 -7.020122 0.813898 -0.348 -0.202 -0.640 -0.845
N 2.283342 -6.001359 1.620658 0.825 -0.174 -0.925 0.820
C 1.495155 -6.808603 2.742115 0.848 2.322 -1.808 -1.026
C 1.419207 -5.025032 0.737581 1.269 -0.445 -0.115 -0.131
C 2.269520 -3.739966 0.659828 -2.990 1.704 0.000 1.847
C 3.583099 -3.928088 1.254342 2.136 -1.028 -0.048 1.033
C 3.432392 -5.066698 2.223660 -1.291 -0.833 0.111 -0.988
H 3.443668 -9.777798 0.089215 0.185 0.431 0.460 0.406
H 3.971695 -8.831885 -1.292498 0.103 0.282 0.169 0.353
H 2.553247 -9.786982 -1.303074 -0.607 0.536 -0.181 0.428
H 1.393722 -8.149873 0.282610 -0.121 -0.401 0.004 0.287
H 2.041923 -7.316963 -1.080110 0.102 0.485 0.079 -0.020
H 3.883491 -6.510950 0.241365 0.126 0.334 0.381 0.471
H 3.555894 -7.611748 1.612434 0.206 -0.247 -0.365 0.620
H 0.732902 -7.429117 2.270923 0.370 -0.093 0.009 0.276
H 1.031131 -5.951624 3.230363 -0.088 -0.584 0.817 0.541
H 2.271366 -7.348631 3.284301 -0.477 0.052 0.257 0.334
H 0.383925 -5.005014 1.078021 0.299 0.447 0.738 -0.042
H 1.293169 -5.258414 -0.319653 0.420 -1.430 0.226 -0.556
H 1.756863 -2.970025 1.236427 -0.218 0.215 -0.004 -0.938
H 2.277897 -3.359654 -0.361633 0.111 -0.090 0.062 -0.224
H 4.056313 -3.069605 1.730963 -0.496 0.129 0.132 -0.864
H 4.321680 -4.200987 0.500595 0.023 -0.234 -0.179 0.128
H 3.049536 -4.747680 3.193059 0.285 -0.082 0.115 0.320
H 4.355270 -5.645640 2.258623 -0.351 -0.158 0.610 0.341
C 0.230669 11.984298 2.463771 -0.174 -0.157 0.757 -1.372
C 0.821281 10.641472 3.112014 -1.582 -0.192 -0.241 -0.354
C 0.303008 9.279466 2.510355 0.747 0.013 -0.093 -0.679
N 0.672771 7.962096 3.378332 0.320 -0.706 0.901 0.429
C 2.167785 7.965544 3.827864 -1.869 0.064 -0.498 -1.105
C 0.395254 6.643495 2.553897 -0.963 1.708 -0.505 -0.534
C -0.990551 6.273278 3.026143 -0.588 -0.939 -0.239 -0.030
C -0.936064 6.418734 4.516502 0.809 0.754 0.609 -0.417
C -0.287920 7.813843 4.620615 -0.543 0.421 -0.678 -0.862
H -0.853741 12.090302 2.494203 -0.314 -1.078 -0.652 0.363
H 0.627905 12.332563 1.510359 0.016 -0.693 -0.105 0.378
H 0.343187 12.864476 3.096806 1.161 -0.297 0.608 0.409
H 0.381581 10.526788 4.102776 0.406 0.779 0.513 0.356
H 1.909021 10.672891 3.174593 -0.128 -0.008 -0.072 0.339
H 0.695799 9.093502 1.510748 0.201 -0.168 0.061 0.446
H -0.784619 9.255204 2.442651 0.043 0.083 0.130 0.320
H 2.368436 7.026010 4.342767 -0.021 -0.051 -0.278 0.396
H 2.309508 8.763750 4.556493 0.185 0.189 -0.505 0.400
H 2.672123 8.061355 2.866325 0.617 0.159 0.515 0.387
H 1.088446 5.809292 2.661988 0.441 0.552 0.580 0.276
H 0.396421 6.974037 1.515226 0.143 -0.218 -0.013 0.232
H -1.316356 5.253581 2.820820 0.307 -0.128 -0.595 -0.217
H -1.752156 6.929273 2.604557 0.059 0.132 -0.017 0.393
H -0.326406 5.641944 4.978052 0.163 -0.074 -0.014 0.183
H -1.930449 6.370617 4.960318 0.112 0.315 0.155 0.549
H 0.190738 8.156407 5.538021 0.189 -0.380 -0.145 0.450
H -1.139977 8.468984 4.439264 0.333 0.471 -0.021 0.307
C -1.670407 2.658885 -7.380380 0.305 -1.106 0.185 -1.428
C -2.414283 1.478116 -6.748661 -0.192 0.263 0.770 0.871
C -3.888114 1.811740 -6.782962 -0.809 -0.519 0.638 -0.996
N -4.769616 0.912437 -5.854371 -1.979 -1.201 -1.366 0.675
C -4.185694 0.720420 -4.497174 -0.135 1.106 -0.424 -1.272
C -6.261954 1.334907 -5.832877 -0.825 0.347 1.202 -0.551
C -7.031513 0.639081 -6.987923 -0.643 1.487 0.123 -0.816
C -6.094302 -0.386614 -7.515718 1.122 0.396 -1.051 -0.689
C -5.025683 -0.455840 -6.430205 0.261 -1.915 -0.896 -0.720
H -1.685794 3.568241 -6.779601 -0.474 0.025 -0.070 0.262
H -2.127878 2.791504 -8.360807 0.594 0.511 -0.116 0.467
H -0.623497 2.358468 -7.423080 0.036 0.207 -0.642 0.435
H -2.056751 1.280918 -5.738023 0.030 0.214 0.237 -0.370
H -2.246847 0.538628 -7.275381 0.114 0.150 -0.365 0.154
H -4.188489 1.724759 -7.827144 -0.635 -0.295 0.181 0.557
H -4.157866 2.824672 -6.484104 0.360 0.063 0.197 0.413
H -3.760046 1.701681 -4.287288 0.456 -0.341 0.535 0.707
H -3.475963 -0.106471 -4.522298 0.178 0.406 -0.019 0.306
H -4.943085 0.504424 -3.743647 -0.212 -0.057 -0.376 0.302
H -6.672640 0.920519 -4.912165 0.348 -0.448 0.129 0.104
H -6.404924 2.391399 -5.605968 0.401 0.289 -0.935 0.609
H -7.936781 0.143563 -6.637115 0.070 0.289 0.474 0.417
H -7.381522 1.318747 -7.764879 0.210 0.158 0.105 0.330
H -6.662084 -1.283656 -7.762757 0.646 -0.368 0.358 0.377
H -5.643068 -0.051029 -8.449454 -0.003 -0.042 -0.105 0.364
H -5.468980 -1.113534 -5.682517 0.340 0.331 0.673 0.509
H -4.085969 -0.906219 -6.749900 0.071 0.099 -0.029 0.163
C 2.369502 3.899850 -2.680142 -0.910 0.155 -0.494 -0.690
N 0.934765 3.981036 -3.312585 0.918 -0.533 0.522 0.313
C 0.754690 2.694619 -4.207379 0.411 2.473 -0.121 -0.754
C -0.097084 3.969739 -2.177048 1.080 -0.058 -1.639 -0.663
C 0.773100 5.203880 -4.267163 1.038 0.439 1.024 -0.368
C 0.899819 6.603963 -3.601136 -1.487 0.382 -1.915 -0.826
O 2.145026 6.945312 -3.130081 1.595 -1.014 2.111 -0.476
H 2.355861 3.048221 -1.999972 0.127 -0.418 -0.593 0.101
H 2.680402 4.748729 -2.071173 -0.767 0.451 -0.349 0.398
H 3.064297 3.864328 -3.519250 0.021 -0.452 0.185 0.380
H -0.272479 2.769022 -4.564451 -0.044 -0.472 0.176 0.266
H 1.062249 1.748997 -3.760942 -0.243 0.300 0.581 0.050
H 1.391491 2.973671 -5.046845 0.033 -0.585 -0.162 0.597
H -0.097921 2.941592 -1.815110 -0.064 0.048 0.425 -0.142
H -1.031697 4.228319 -2.674778 -0.163 0.107 0.482 0.525
H 0.240747 4.691597 -1.433476 -0.351 -0.040 -0.039 0.446
H -0.153451 5.057457 -4.822273 -0.152 0.233 0.333 0.270
H 1.577189 5.162711 -5.001907 0.155 -0.354 0.094 0.425
H 0.088458 6.849315 -2.915870 -0.123 -0.412 0.305 0.421
H 0.873018 7.380777 -4.365303 -1.592 -0.610 -1.074 0.478
H 1.947831 7.671103 -2.533474 0.748 0.355 0.086 0.337
C -0.998249 1.809296 7.400310 0.544 -0.223 0.263 -0.781
N -1.898937 1.787814 6.207416 -1.525 0.572 -0.065 0.123
C -3.363134 2.093123 6.723986 1.438 -0.494 0.705 -0.922
C -1.493690 2.970851 5.367893 -0.252 -0.525 0.030 -0.954
C -1.978718 0.491502 5.417854 0.074 0.822 -0.668 -0.886
C -0.647571 0.015332 4.828897 -1.142 0.871 0.509 1.415
O 0.036278 -0.611113 5.858238 0.737 -1.123 0.138 -0.687
H -1.389438 1.144409 8.170377 0.196 0.119 -0.035 0.389
H -0.878841 2.834637 7.750335 -0.710 0.001 0.203 0.358
H 0.029315 1.564520 7.131435 -0.253 -0.602 -0.250 0.351
H -3.571853 1.305728 7.448241 -0.189 -0.033 -0.167 0.453
H -4.124996 2.123390 5.945037 0.473 0.031 -0.185 0.322
H -3.286646 3.021305 7.290308 -0.189 0.027 -0.220 0.454
H -1.875047 3.809249 5.950789 0.179 0.270 -0.617 0.770
H -1.928691 2.850448 4.375737 -0.235 0.341 0.136 -0.073
H -0.412320 3.044908 5.252825 -0.044 -0.192 0.221 0.389
H -2.667049 0.680340 4.594057 -0.012 0.450 -0.103 0.130
H -2.509215 -0.265985 5.994807 0.600 -0.035 0.429 0.561
H -0.011079 0.818889 4.458413 -0.359 0.447 -0.181 -0.241
H -0.920903 -0.575989 3.954972 0.245 -0.477 0.151 -0.432
H 0.398767 -1.433603 5.521022 0.186 -0.183 0.333 0.404
C 4.149431 -1.170105 -0.970983 -0.626 -0.710 1.177 2.049
C 4.936955 -0.503931 -2.042531 1.947 0.511 -0.983 -1.039
C 6.332464 -1.099206 -2.463329 -0.123 0.046 0.919 -0.693
C 7.367475 -1.076494 -1.352284 0.629 -1.081 0.731 -1.079
N 8.623972 -1.864526 -1.667702 0.311 -0.969 -0.713 0.529
C 9.670575 -1.606101 -0.573447 1.440 0.232 -0.933 -0.505
C 10.771200 -0.805014 -1.306442 -0.286 -0.250 1.050 -0.520
C 10.745832 -1.438461 -2.671481 1.557 0.136 -0.378 -0.698
C 9.298455 -1.461717 -3.020028 -0.119 0.143 0.117 -0.609
C 8.430634 -3.427851 -1.709845 -0.817 1.489 0.552 -1.021
H 3.448420 -1.920361 -1.336764 -0.080 0.153 -0.071 -1.148
H 3.602242 -0.426492 -0.391569 -0.605 0.075 -0.443 -0.422
H 4.703461 -1.649756 -0.164074 0.742 -0.290 -0.239 -0.265
H 5.120769 0.509862 -1.686824 0.096 0.272 -0.334 0.296
H 4.385419 -0.435477 -2.980207 -0.282 0.160 0.197 0.548
H 6.837409 -0.518056 -3.234951 -0.724 0.088 -0.430 0.604
H 6.208136 -2.118101 -2.830070 -0.045 -0.002 -0.050 0.056
H 7.111146 -1.527045 -0.393432 -0.818 -0.084 -0.003 0.443
H 7.701284 -0.075630 -1.078491 0.054 0.192 -0.419 0.333
H 10.173306 -2.551449 -0.369330 -0.425 -0.126 0.187 0.364
H 9.295928 -1.208360 0.369709 -0.460 0.112 -0.378 0.270
H 11.714978 -0.969826 -0.786600 0.027 0.171 -0.099 0.394
H 10.609083 0.269561 -1.390704 -0.230 0.021 0.237 0.307
H 11.260553 -2.399211 -2.681607 -0.156 -0.108 -0.042 0.328
H 11.311170 -0.755064 -3.305093 -0.092 -0.373 -0.498 0.380
H 8.942367 -2.108089 -3.822213 0.183 -0.257 0.271 0.354
H 9.107823 -0.440801 -3.350938 -0.859 0.121 0.599 0.413
H 7.656748 -3.703629 -2.426188 0.253 0.170 -0.118 0.248
H 8.082981 -3.676044 -0.707030 0.091 -0.173 -0.017 0.409
H 9.372582 -3.939623 -1.907143 -0.037 0.390 -0.143 0.479
C 4.824530 -4.629168 -3.504764 -0.518 -0.551 -0.587 -1.022
C 3.374357 -5.106805 -3.304103 -1.200 0.582 -0.154 -0.070
C 2.261961 -4.080181 -3.700289 -0.759 0.230 0.068 -0.400
C 0.756643 -4.547585 -3.480957 1.152 0.026 -0.321 -1.175
N -0.323631 -3.705328 -4.127944 0.563 0.678 -1.221 0.750
C -1.708250 -4.170302 -3.617367 0.704 1.421 0.527 -0.447
C -2.749193 -3.831705 -4.661719 -0.154 -0.435 -0.828 -0.617
C -1.955660 -3.704200 -5.982187 0.329 1.308 -0.175 -0.158
C -0.519420 -3.908166 -5.645305 1.888 -0.829 0.192 -0.865
C -0.013808 -2.145194 -3.839439 -1.340 -1.632 -0.249 -0.677
H 5.330399 -5.538595 -3.829019 0.604 0.314 0.121 0.440
H 5.295193 -4.219880 -2.610859 -0.180 -0.131 0.133 0.006
H 4.927596 -3.889865 -4.299059 -0.096 -0.054 -0.111 0.357
H 3.271799 -5.412829 -2.262981 -0.273 0.027 0.240 -0.469
H 3.154686 -6.001833 -3.886146 0.354 -0.099 -0.078 0.647
H 2.313593 -3.846126 -4.763610 0.317 -0.361 -0.283 0.726
H 2.480023 -3.107655 -3.258978 -0.245 0.029 0.528 -0.010
H 0.431573 -4.613695 -2.442661 0.355 0.014 0.173 0.473
H 0.682239 -5.538513 -3.928874 -0.189 -0.075 0.087 0.479
H -1.746034 -3.599079 -2.689807 -0.712 -0.526 0.316 0.236
H -1.785575 -5.252087 -3.508498 1.003 0.086 0.420 0.433
H -3.396538 -2.990307 -4.414534 0.226 0.086 -0.118 0.053
H -3.374884 -4.718292 -4.764572 -0.324 0.261 0.124 0.440
H -1.899622 -2.703241 -6.410038 -1.258 0.088 -0.150 -0.110
H -2.164192 -4.436467 -6.762177 -0.658 0.300 0.107 0.591
H 0.164104 -3.262688 -6.196893 -0.027 0.067 0.192 0.510
H -0.285535 -4.922984 -5.967077 0.599 -0.209 0.813 0.386
H -0.853159 -1.623981 -4.299791 -0.049 0.058 0.230 0.103
H 0.900337 -1.764764 -4.295192 0.020 -0.744 -0.114 0.283
H 0.027105 -1.989150 -2.761435 -0.013 0.035 -0.074 0.046
C -10.261534 3.341287 -2.634511 -1.208 -0.536 1.054 -1.257
C -9.220652 4.293775 -2.148870 0.801 -0.533 -0.609 -0.623
C -8.498724 3.879275 -0.804360 -0.439 0.193 -1.694 -0.267
C -7.968304 2.416590 -0.799847 0.639 1.198 1.704 -0.688
N -6.911180 2.197637 0.372871 0.433 -1.596 0.201 0.429
C -6.519200 0.685211 0.460274 -0.193 0.445 1.900 -0.827
C -6.051000 0.490962 1.957397 0.242 0.676 -0.624 0.349
C -6.974656 1.421333 2.781879 -0.125 -1.254 -0.511 -0.964
C -7.487538 2.471430 1.830492 -0.136 0.965 -1.705 -0.508
C -5.617402 3.005345 0.147822 -1.512 0.480 0.893 -1.007
H -10.812808 3.658322 -3.519773 0.327 0.083 -0.033 0.404
H -10.984306 3.354418 -1.818712 -0.557 -0.525 -0.145 0.350
H -9.927773 2.310697 -2.755261 0.109 -0.059 -0.171 0.257
H -9.732713 5.251470 -2.055511 0.520 0.181 0.346 0.401
H -8.492500 4.364791 -2.956857 0.493 0.441 0.158 0.301
H -9.237342 4.072133 -0.026322 0.310 -0.282 0.342 0.428
H -7.702604 4.623397 -0.780105 0.163 -0.181 0.581 0.184
H -7.368655 2.116542 -1.659201 -0.454 0.120 -0.310 0.272
H -8.775051 1.726313 -0.553278 0.147 -0.125 -0.335 0.445
H -5.788048 0.344478 -0.272811 -0.004 0.558 -0.118 0.282
H -7.413382 0.071505 0.351219 -0.209 0.356 -0.251 0.573
H -5.006508 0.760545 2.113835 0.193 0.063 -0.324 -0.701
H -6.151144 -0.552346 2.256712 -0.105 0.054 -0.082 0.719
H -6.596368 1.815396 3.725133 0.241 -0.060 -0.246 0.305
H -7.821896 0.775139 3.011508 -0.125 0.299 0.426 0.369
H -7.220156 3.519268 1.967022 -0.116 -0.153 0.565 0.461
H -8.573705 2.381914 1.811775 0.068 0.321 -0.544 0.401
H -5.907147 4.029846 -0.085728 -0.102 -0.196 -0.567 0.493
H -4.964175 2.563500 -0.604617 -0.261 -0.037 0.170 0.114
H -5.151911 3.167802 1.119943 0.369 -0.721 -0.054 0.384